DFT (wB97M-V/def2-TZVPD) results for a 15-piece molecular cluster, C59H115Br2N5O37 overall at a distorted geometry.

Output
- LUMO energy: -0.20 eV
- Molar mass: 1646.375 u

Geometry as XYZ:
```
218
Properties=species:S:1:pos:R:3:forces:R:3
C -4.156303 -5.753941 7.115024 0.692 -0.284 -1.499
O -3.700598 -4.883615 6.077947 1.524 0.224 0.564
C -4.411710 -3.661923 6.037041 0.918 -0.522 -0.962
C -3.794235 -2.646757 4.975085 -0.611 -1.572 -0.049
N -3.952161 -2.966964 3.494247 -0.077 0.471 1.756
C -3.114805 -4.107653 3.084877 0.240 0.653 -0.108
C -3.492624 -4.512270 1.672325 -1.965 -0.171 -0.375
O -2.806935 -5.572046 1.049588 2.598 0.973 0.535
C -1.383083 -5.203203 0.957924 -0.710 -1.256 -0.785
H -3.326286 -6.421085 7.347617 -0.026 -0.102 -0.111
H -4.920125 -6.313008 6.574543 -0.638 -0.379 1.067
H -4.423498 -5.275870 8.057436 -0.462 0.283 -0.220
H -4.352470 -3.264152 7.050142 -0.296 0.657 0.000
H -5.413831 -4.026486 5.811286 -0.686 1.076 -0.201
H -2.721132 -2.538237 5.132483 0.164 -0.456 0.166
H -4.169697 -1.687818 5.332266 -0.559 0.270 -0.895
H -4.911071 -3.163985 3.245702 -0.331 0.083 0.231
H -3.217951 -4.968946 3.744900 0.223 -0.043 0.067
H -2.113785 -3.679060 3.133446 0.396 -0.531 -0.012
H -3.638993 -3.677800 0.986524 0.805 0.534 -0.014
H -4.522181 -4.869502 1.694706 -0.272 -0.229 0.347
H -0.963592 -5.823582 0.165930 -0.115 -0.038 -0.215
H -0.774828 -5.456992 1.826087 -0.417 0.249 0.436
H -1.230438 -4.163301 0.669119 -0.237 0.198 0.194
C -4.081897 3.138777 0.821924 1.209 0.221 -0.341
O -2.876507 3.907977 1.091263 -1.842 -0.513 0.591
C -2.969791 4.514807 2.423402 0.952 -1.239 -2.198
C -1.646521 5.133076 2.569825 2.248 1.242 2.108
N -1.502630 5.713241 3.959170 0.220 -0.897 -0.544
C -0.098421 6.028541 4.291821 -0.807 -0.375 -0.766
C 0.089768 6.643893 5.626516 -0.628 2.227 -0.323
O -0.795380 7.799554 5.709656 -0.164 -0.547 0.965
C -0.326281 9.026464 5.167562 0.450 -0.935 0.379
H -4.939133 3.807844 0.747043 -0.132 -0.122 -0.084
H -4.271333 2.343983 1.543384 -0.014 0.270 0.687
H -3.909053 2.559643 -0.085169 -0.006 0.473 -0.375
H -3.008097 3.658754 3.097049 -0.825 0.463 0.583
H -3.730569 5.295179 2.441596 -0.535 -0.464 0.368
H -1.411426 5.878979 1.810584 -0.343 0.215 -0.273
H -0.830373 4.416093 2.480698 -0.235 -0.436 -0.091
H -2.031518 6.573674 3.964080 0.028 0.199 0.386
H 0.245169 6.707047 3.511007 0.770 0.001 -0.098
H 0.533967 5.144403 4.372369 -0.262 -0.250 -0.804
H 1.114636 7.010455 5.684816 0.339 -0.056 0.157
H -0.059526 5.936090 6.441883 -0.600 0.380 0.102
H -0.029760 8.872307 4.130062 -0.187 0.394 -0.274
H 0.551536 9.375467 5.711382 0.224 0.065 0.124
H -1.108137 9.773492 5.304494 -0.048 -0.207 -0.304
C 3.668252 8.740534 -3.222620 -0.590 -0.131 0.314
O 2.995345 7.473600 -3.384295 0.618 -0.004 -0.734
C 2.441944 7.243929 -4.711542 -0.056 1.631 0.092
C 1.957436 5.857765 -4.956192 0.459 -0.689 1.816
N 1.054736 5.391546 -3.876793 0.028 -0.666 -1.466
C 0.857140 3.928371 -4.067917 -0.578 0.361 2.173
C 0.225693 3.326757 -2.781123 0.528 0.637 1.340
O 1.030190 3.579145 -1.575376 -0.090 -0.129 -0.274
C 0.451529 3.139805 -0.346433 0.458 -0.373 0.342
H 2.956831 9.542810 -3.026829 -0.375 0.095 -0.505
H 4.345441 9.036597 -4.023776 -0.220 -0.312 -0.443
H 4.276571 8.784039 -2.319200 0.006 -0.886 0.120
H 3.191002 7.404321 -5.486971 0.333 0.421 0.054
H 1.629755 7.953177 -4.870950 -0.109 0.250 0.035
H 2.873624 5.273747 -4.868899 0.315 -0.604 -0.404
H 1.580044 5.723918 -5.969981 -0.306 0.203 0.154
H 1.643362 5.490229 -3.062005 -0.242 0.042 0.552
H 1.827880 3.471682 -4.260774 0.055 -0.477 -0.224
H 0.132014 3.695915 -4.847821 0.293 0.163 -0.270
H 0.063750 2.249867 -2.827740 -0.117 -0.091 -0.454
H -0.697144 3.848402 -2.527442 -0.447 -0.127 -0.600
H 1.031299 3.519703 0.494778 0.275 0.538 -0.284
H 0.515010 2.065078 -0.176046 0.079 -0.599 -0.591
H -0.586754 3.367660 -0.105297 -0.288 0.565 -0.752
C 3.391730 -0.183816 0.903655 0.306 1.118 -0.750
O 3.515626 -1.152177 -0.096827 -0.357 -0.889 0.317
C 4.135995 -2.332878 0.398704 -0.288 -0.680 -0.768
C 3.788403 -3.492693 -0.562697 0.293 1.327 1.137
N 2.362703 -3.836991 -0.459843 1.450 0.934 -0.887
C 2.057921 -4.735005 -1.525664 -1.235 -2.785 0.730
C 2.710775 -6.197932 -1.316310 0.449 0.179 -1.428
O 2.353439 -7.210617 -2.264831 0.114 -0.285 1.807
C 2.368692 -6.864002 -3.592940 -1.105 -0.028 -1.184
H 2.755536 -0.434244 1.752561 -0.036 -0.400 0.034
H 2.974893 0.685015 0.394273 -0.219 0.143 0.166
H 4.386537 0.121461 1.228097 0.156 0.006 0.479
H 3.799149 -2.592461 1.402323 -0.142 0.204 0.196
H 5.211375 -2.155351 0.410387 0.283 -0.170 0.137
H 4.415821 -4.358143 -0.349550 0.351 -0.031 0.192
H 4.117776 -3.105077 -1.526733 -0.629 -0.284 -0.458
H 2.233943 -4.224012 0.464131 -0.373 -0.189 -0.008
H 2.127278 -4.249073 -2.498884 0.879 -0.254 -0.094
H 1.003865 -5.011464 -1.500521 -0.471 0.241 0.187
H 2.475427 -6.678037 -0.366471 -0.600 0.635 0.247
H 3.800717 -6.201556 -1.306359 0.426 0.594 -0.153
H 3.152689 -6.160770 -3.873815 -0.091 0.139 -0.067
H 1.362649 -6.525771 -3.841120 0.096 0.889 -0.400
H 2.426011 -7.762350 -4.207593 0.578 -0.219 0.150
C 1.939059 2.495169 9.944750 -0.011 -1.086 0.838
O 1.368047 3.011236 8.796273 0.449 0.661 -1.604
C 2.347378 2.942012 7.696828 -1.237 1.251 1.129
C 1.694622 3.359301 6.381087 -0.169 -0.756 0.502
N 2.653428 3.283844 5.303984 -0.260 -1.126 0.137
C 2.100165 2.955223 3.975820 1.991 -0.275 0.564
C 3.125497 3.141100 2.854582 -0.682 -0.833 0.319
O 2.858500 4.341587 2.249330 0.405 2.043 -1.428
C 3.247205 5.469643 2.998048 0.244 0.592 -0.080
H 2.046688 1.419880 9.802437 0.370 -0.352 0.181
H 1.305427 2.601718 10.825237 -0.381 0.337 -0.280
H 2.907364 2.906154 10.230380 0.248 0.281 -0.308
H 2.696041 1.912083 7.620815 0.341 0.088 -0.097
H 3.110596 3.666675 7.980488 0.618 -0.323 -0.090
H 1.281592 4.367414 6.346160 -0.490 -0.144 0.867
H 0.919980 2.595181 6.316662 -0.385 0.278 -0.792
H 3.263259 4.077656 5.438424 0.100 -0.009 -1.025
H 1.235924 3.533001 3.648185 -0.209 -0.039 0.216
H 1.849319 1.895889 3.921213 -0.240 0.054 0.713
H 2.909017 2.343601 2.143796 0.012 0.198 -0.415
H 4.190940 3.053281 3.067252 0.089 -0.089 0.744
H 3.062412 6.390312 2.444591 -0.748 -0.236 -0.172
H 4.316890 5.590228 3.169289 0.484 -0.827 0.093
H 2.762980 5.505454 3.973931 -0.222 0.128 -0.032
Br -0.428840 0.559711 3.489957 -1.254 0.127 0.162
C -2.437330 0.586066 3.429907 -0.301 -0.149 0.647
C -3.089362 1.035459 4.788722 1.348 -0.072 -1.199
Br -5.019839 1.237812 4.595462 0.332 -0.243 -0.017
H -2.704893 -0.448272 3.213937 -0.036 0.041 0.038
H -2.720205 1.197677 2.573158 0.210 0.153 0.252
H -2.722167 2.011681 5.105353 -0.034 -0.111 -0.064
H -2.836549 0.288457 5.541176 -0.400 0.130 0.039
C 0.116270 -1.623421 -0.931941 1.739 -1.402 2.088
C 0.383264 -1.278439 -2.356739 -0.669 -0.384 -0.280
O -0.847153 -0.628664 -2.731552 0.132 0.661 0.258
C -1.498468 -0.270161 -1.618175 -0.956 -0.811 1.977
O -2.503516 0.367062 -1.540039 0.330 0.239 -0.470
O -0.946190 -0.878915 -0.468869 -1.843 2.284 -2.319
H 0.948577 -1.354296 -0.281596 0.291 -0.586 -0.205
H -0.155410 -2.669053 -0.787200 0.374 -0.185 -0.092
H 0.402247 -2.204112 -2.931959 0.604 0.293 -0.298
H 1.245303 -0.619503 -2.460598 -0.140 -0.050 -0.474
C -6.488387 -0.064888 0.793267 1.426 0.631 -2.411
C -5.425201 -1.012466 1.238305 1.488 1.024 2.436
O -5.788539 -2.298458 0.856763 -1.886 -0.476 0.030
C -7.045384 -2.202740 0.297306 -0.030 -2.425 -2.549
O -7.651318 -3.141410 -0.199780 1.221 1.991 1.766
O -7.381862 -0.922804 0.121439 -1.495 0.078 0.636
H -5.981190 0.508270 0.017155 -0.589 0.690 -0.155
H -6.887538 0.619386 1.541971 -0.473 -0.543 0.022
H -5.430582 -0.829383 2.312813 0.551 -1.080 0.445
H -4.409088 -0.815759 0.896374 -0.152 0.141 -0.312
C 3.999791 0.612541 -3.206474 -0.196 2.270 -1.348
C 4.906490 1.727686 -3.841037 -0.394 -1.136 0.805
O 4.708596 1.523182 -5.229549 1.529 0.443 -1.719
C 3.543083 0.947808 -5.533161 -1.102 0.968 2.206
O 2.925634 0.976927 -6.563245 1.196 -0.698 1.291
O 3.052712 0.528094 -4.293376 -1.133 -1.440 -0.807
H 3.469849 1.099300 -2.387737 -0.035 -0.558 0.228
H 4.437764 -0.349514 -2.940528 0.039 0.112 -0.251
H 5.952727 1.652913 -3.544529 -0.004 -0.055 -0.482
H 4.532135 2.722860 -3.601047 -0.058 -0.046 0.142
C 6.540684 -5.138063 -2.945097 1.640 -2.484 0.178
C 5.950200 -6.159787 -3.898772 -0.077 -0.212 -0.028
O 5.285850 -5.282672 -4.799145 -1.325 -0.698 -2.491
C 5.169741 -4.027487 -4.352467 -1.913 0.329 0.110
O 4.460158 -3.104618 -4.712385 1.536 -1.964 -0.224
O 5.860668 -3.990529 -3.249655 0.848 2.717 2.633
H 7.614760 -5.049428 -3.108202 0.049 0.459 -0.052
H 6.415645 -5.523742 -1.933300 -0.311 0.764 0.240
H 5.286505 -6.861385 -3.393417 -0.734 0.443 -0.054
H 6.606295 -6.845137 -4.435363 0.442 0.661 -0.212
C -3.351257 -0.658853 -6.537733 -0.368 -1.472 -0.307
C -3.410126 0.276020 -7.721308 -1.296 -1.561 0.204
O -2.566692 1.315145 -7.339173 1.212 1.653 -0.029
C -1.899237 1.008763 -6.208597 2.111 0.831 1.949
O -0.973041 1.588545 -5.634489 -2.322 -0.523 -2.176
O -2.379199 -0.109628 -5.674526 -0.225 -0.435 0.228
H -2.969168 -1.592800 -6.949859 -0.134 -0.398 0.720
H -4.308115 -0.802677 -6.035892 0.256 0.073 0.178
H -4.461178 0.523439 -7.870195 0.299 0.971 -0.232
H -3.070027 -0.320013 -8.568170 0.385 0.834 -0.410
C 3.389603 -7.200598 4.085851 0.641 -0.034 0.395
C 4.532328 -6.185133 4.224834 -0.193 -0.958 -1.330
O 4.144424 -5.239327 3.208584 -0.550 0.604 -0.185
C 2.802050 -5.322005 3.022769 -2.229 1.837 -1.756
O 2.082103 -4.551242 2.340470 2.969 -2.592 2.557
O 2.303804 -6.399120 3.657854 -0.637 1.056 0.411
H 3.294657 -7.716165 5.041495 -0.885 0.045 -0.159
H 3.430356 -7.902344 3.252790 1.092 -0.360 0.314
H 5.461094 -6.681413 3.943428 0.135 0.415 -0.050
H 4.652792 -5.680915 5.183661 -0.363 -0.111 -0.006
C -4.563733 1.622204 -3.665004 1.444 -2.493 1.071
C -4.023094 3.004666 -3.708763 0.075 1.220 2.187
O -4.543684 3.573754 -4.900033 1.870 1.211 0.337
C -5.153482 2.642348 -5.572309 -4.187 1.726 -2.736
O -5.838474 2.883817 -6.577145 2.271 -1.189 1.752
O -5.215099 1.553544 -4.862652 -1.832 -2.725 -2.136
H -5.163103 1.257785 -2.830707 -0.834 1.050 0.047
H -3.879102 0.774563 -3.635297 0.946 0.487 -0.320
H -2.941383 3.097524 -3.611927 -0.087 0.027 -0.337
H -4.521126 3.520257 -2.887643 0.479 0.553 0.064
C -2.914915 -3.394442 -3.802686 1.941 -1.465 0.512
C -3.035389 -3.847178 -2.314808 -0.095 -0.779 -1.661
O -3.908417 -2.879374 -1.845150 -2.038 1.943 0.143
C -4.551939 -2.201993 -2.895865 -1.472 1.397 1.545
O -5.441604 -1.367689 -2.780234 2.254 -2.146 0.238
O -4.039776 -2.576501 -4.059563 0.404 -0.361 0.045
H -2.850850 -4.251927 -4.472550 -0.388 0.245 -0.151
H -1.972363 -2.855830 -3.900519 -0.198 0.572 -0.340
H -2.137881 -3.921803 -1.700784 0.262 0.677 -0.290
H -3.440290 -4.857798 -2.261830 -0.585 0.041 0.103
C 0.622478 -1.793238 -6.190817 1.975 -0.201 -0.216
C 1.583054 -2.801627 -5.520465 -0.236 0.255 -0.943
O 0.777387 -3.992000 -5.431487 0.286 0.207 1.191
C -0.313501 -3.861102 -6.196377 -0.088 -1.314 0.568
O -1.119771 -4.744637 -6.306159 0.109 0.696 -0.300
O -0.332583 -2.675102 -6.777169 -1.096 1.187 -0.491
H 1.194922 -1.284972 -6.966750 -0.353 0.007 -0.237
H 0.254269 -0.993425 -5.548300 -0.758 -0.454 0.171
H 1.982354 -2.427280 -4.577855 -0.132 -0.530 0.038
H 2.383368 -3.089848 -6.202029 0.229 0.415 0.264
```
Positions in Å, forces in eV/Å.

Mulliken population analysis, charges in e, atoms 1 to 2: number 1, C, carries -0.86; number 2, O, carries -0.26